1.
This record from the Open Molecules 2025 dataset describes a molecular structure, C20H30B2BrClF4N6O6Sn. The level of theory is ωB97M-V/def2-TZVPD.

Atoms and positions in Å:
Sn  0.027  -0.160  0.370
C  -0.366  3.154  -3.588
C  -0.089  2.438  -2.304
N  0.464  1.293  -2.229
O  0.714  0.676  -3.412
B  1.433  -0.596  -3.216
F  2.700  -0.348  -2.626
F  1.563  -1.219  -4.424
O  0.705  -1.554  -2.274
N  -0.330  -1.030  -1.564
C  -1.517  -1.097  -2.029
C  -1.855  -1.782  -3.301
C  -2.559  -0.323  -1.301
N  -2.139  0.334  -0.291
O  -2.977  1.233  0.244
B  -2.478  1.994  1.446
F  -2.344  1.142  2.523
F  -3.408  2.985  1.657
O  -1.142  2.662  1.155
N  -0.493  2.223  0.032
C  -0.601  2.969  -1.004
C  -1.344  4.265  -0.999
C  -3.952  -0.261  -1.822
H  0.300  2.783  -4.361
H  -0.236  4.228  -3.470
H  -1.394  2.977  -3.915
H  -0.960  -2.137  -3.800
H  -2.403  -1.107  -3.959
H  -2.507  -2.623  -3.056
H  -1.892  4.389  -0.071
H  -2.033  4.306  -1.842
H  -0.639  5.093  -1.114
H  -4.297  -1.274  -2.027
H  -3.996  0.314  -2.749
H  -4.598  0.208  -1.088
N  2.095  0.660  -0.091
C  3.209  0.443  0.874
C  4.263  -0.528  0.358
C  3.952  -2.001  0.604
C  2.713  -2.545  -0.086
N  1.446  -2.109  0.557
H  2.363  0.319  -1.018
H  1.913  1.651  -0.210
H  2.795  0.090  1.819
H  3.666  1.411  1.081
H  5.207  -0.292  0.852
H  4.424  -0.361  -0.710
H  3.879  -2.189  1.682
H  4.801  -2.591  0.252
H  2.753  -3.636  -0.059
H  2.683  -2.242  -1.131
H  1.528  -2.208  1.568
H  0.705  -2.755  0.301
Cl  -3.628  -5.006  1.278
C  -2.523  -3.711  1.764
C  -2.042  -2.833  0.610
O  -2.468  -2.969  -0.525
O  -1.179  -1.966  1.022
H  -1.662  -4.163  2.254
H  -3.034  -3.077  2.487
Br  1.199  1.162  6.934
C  0.831  0.792  5.114
C  0.271  -0.422  4.764
C  0.003  -0.688  3.427
C  0.295  0.250  2.445
C  0.858  1.464  2.824
C  1.127  1.745  4.154
H  0.032  -1.152  5.526
H  -0.461  -1.625  3.157
H  1.075  2.230  2.090
H  1.552  2.697  4.441

Computed properties:
Relative energy (zero: lowest compared OMol25 entry of this formula, charge and spin): 82.3 kJ/mol
2S+1: 1
Largest force on an atom: 0.365 eV Å⁻¹
Total charge: 0
HOMO energy: -0.338 Eh
Molar mass: 782.2 g/mol
Electronic energy: -5258.02642 a.u.

***

2.
This record from the Open Molecules 2025 dataset describes a molecular structure, C20H30BrCoO10. The level of theory is ωB97M-V/def2-TZVPD.

Atoms and positions in Å:
Co  -1.336  -0.437  0.534
Br  -3.539  -0.615  1.782
O  -0.621  1.067  1.663
C  -0.253  1.585  2.679
O  1.017  1.992  2.861
C  1.101  2.783  4.043
C  -0.294  3.304  4.270
C  -1.159  2.164  3.730
H  1.796  3.615  3.965
H  1.348  2.159  4.907
H  -0.534  4.213  3.709
H  -0.575  3.585  5.286
H  -2.098  2.579  3.374
H  -1.428  1.394  4.458
O  -0.120  -1.807  1.474
C  0.677  -2.421  2.117
O  1.958  -2.549  1.694
C  2.660  -3.502  2.530
C  1.573  -4.270  3.217
C  0.425  -3.293  3.326
H  3.348  -3.009  3.221
H  3.305  -4.156  1.945
H  1.899  -4.655  4.184
H  1.318  -5.132  2.598
H  0.599  -2.601  4.160
H  -0.587  -3.673  3.400
O  -1.705  -1.903  -0.886
C  -1.455  -2.366  -1.967
O  -1.098  -1.580  -2.980
C  -0.930  -2.312  -4.248
C  -0.864  -3.761  -3.755
C  -1.631  -3.759  -2.482
H  -0.100  -1.993  -4.866
H  -1.896  -2.062  -4.695
H  0.199  -3.970  -3.627
H  -1.270  -4.466  -4.482
H  -1.196  -4.528  -1.838
H  -2.700  -3.989  -2.486
O  -2.105  1.104  -0.769
C  -2.180  2.120  -1.403
O  -3.344  2.499  -1.954
C  -3.352  3.881  -2.320
C  -2.179  4.509  -1.553
C  -1.230  3.332  -1.480
H  -4.303  4.299  -1.990
H  -3.359  4.008  -3.404
H  -2.577  4.688  -0.552
H  -1.760  5.405  -1.996
H  -0.500  3.495  -0.696
H  -0.701  3.233  -2.434
O  0.428  -0.258  -0.669
C  1.427  0.161  -1.203
O  1.657  1.489  -1.234
C  2.820  1.748  -2.033
C  3.551  0.412  -2.211
C  2.536  -0.651  -1.856
H  3.479  2.422  -1.483
H  2.606  2.255  -2.974
H  4.472  0.404  -1.630
H  3.912  0.365  -3.240
H  2.794  -1.349  -1.059
H  2.077  -1.206  -2.673

Computed properties:
Relative energy (zero: lowest compared OMol25 entry of this formula, charge and spin): 118.1 kJ/mol
2S+1: 4
Largest force on an atom: 2.395 eV Å⁻¹
Total charge: +1
HOMO energy (alpha / beta): -0.372 / -0.369 Eh
Molar mass: 569.3 g/mol
Electronic energy: -5489.17933 a.u.

***

3.
This record from the Open Molecules 2025 dataset describes a gas-phase ion, C20H30BrN2O2 (charge +1). The level of theory is ωB97M-V/def2-TZVPD.

Atoms and positions in Å:
C  1.325  -2.409  3.546
H  1.171  -3.281  4.185
H  2.389  -2.189  3.489
H  0.795  -1.548  3.960
O  0.917  -2.673  2.214
C  -0.372  -3.095  1.991
C  -1.364  -3.136  2.962
C  -2.643  -3.552  2.636
C  -2.939  -3.923  1.335
C  -1.956  -3.887  0.357
C  -0.671  -3.484  0.674
C  0.418  -3.499  -0.365
N  1.101  -2.183  -0.455
H  1.358  -1.954  0.521
C  0.188  -1.133  -0.954
C  0.835  0.252  -0.917
H  1.022  0.536  0.123
C  2.143  0.224  -1.712
C  3.052  -0.890  -1.198
C  2.336  -2.232  -1.266
H  2.978  -3.030  -0.887
H  2.059  -2.463  -2.297
H  3.958  -0.940  -1.802
H  3.352  -0.683  -0.168
H  2.656  1.182  -1.637
H  1.913  0.055  -2.766
C  -0.171  1.219  -1.585
O  -1.069  0.742  -2.259
N  0.002  2.540  -1.442
C  1.020  3.199  -0.653
H  1.822  3.551  -1.315
C  0.481  4.391  0.150
H  1.210  4.599  0.936
H  0.431  5.280  -0.478
C  -0.896  4.144  0.771
C  -2.042  4.543  -0.160
C  -2.222  3.613  -1.356
C  -0.939  3.394  -2.158
H  -1.189  2.886  -3.092
H  -0.448  4.339  -2.386
H  -2.582  2.638  -1.024
H  -2.976  4.033  -2.021
H  -1.866  5.561  -0.515
H  -2.973  4.554  0.409
H  -0.998  3.094  1.055
H  -0.977  4.740  1.681
H  1.452  2.483  0.046
H  -0.724  -1.136  -0.354
H  -0.093  -1.362  -1.985
H  1.168  -4.246  -0.091
H  0.008  -3.753  -1.344
H  -2.195  -4.187  -0.652
Br  -4.694  -4.487  0.877
H  -3.407  -3.585  3.396
H  -1.154  -2.849  3.978

Computed properties:
Structure (SMILES): COc1ccc(Br)cc1C[N@H+]1CCC[C@@H](C(=O)N2CCCCCC2)C1
2S+1: 1
Largest force on an atom: 1.040 eV Å⁻¹
Total charge: +1
HOMO energy: -0.426 Eh
Molar mass: 410.4 g/mol
Electronic energy: -3613.91587 a.u.

***

4.
This record from the Open Molecules 2025 dataset describes 13 unconnected molecules or ions with the total composition C20H30Cl36NO3P. The level of theory is ωB97M-V/def2-TZVPD.

Atoms and positions in Å:
C  -0.083  -3.385  -0.074
C  0.433  -1.964  -0.007
N  0.996  -1.508  -1.264
P  -0.087  -0.613  -2.239
C  0.957  -0.077  -3.643
C  2.291  0.607  -3.304
C  3.382  -0.084  -4.083
O  4.670  0.408  -3.823
C  -0.663  0.920  -1.359
O  0.385  1.948  -1.191
C  0.616  2.133  0.126
C  1.757  1.379  0.731
O  -0.007  2.845  0.790
H  0.687  -4.058  0.244
H  -0.352  -3.662  -1.071
H  -0.924  -3.467  0.583
H  -0.329  -1.315  0.383
H  1.230  -1.976  0.712
H  1.894  -1.061  -1.142
H  0.373  0.522  -4.308
H  1.197  -0.993  -4.148
H  2.523  0.617  -2.256
H  2.262  1.615  -3.676
H  3.199  0.037  -5.137
H  3.307  -1.138  -3.859
H  4.639  1.098  -3.159
H  -1.075  0.683  -0.396
H  -1.451  1.360  -1.923
H  2.237  2.040  1.419
H  2.447  1.072  -0.021
H  1.417  0.511  1.263
C  -3.981  3.135  -0.685
Cl  -5.709  3.424  -0.864
Cl  -3.681  1.454  -0.218
Cl  -3.134  3.530  -2.181
H  -3.607  3.783  0.097
C  -1.561  -2.228  4.656
Cl  -0.311  -3.312  5.257
Cl  -0.898  -1.244  3.349
Cl  -2.997  -3.121  4.143
H  -1.858  -1.568  5.459
C  -5.029  -4.825  -0.197
Cl  -4.652  -6.395  0.523
Cl  -4.611  -3.518  0.919
Cl  -4.203  -4.632  -1.740
H  -6.090  -4.780  -0.380
C  -8.472  5.723  1.486
Cl  -6.757  5.590  1.876
Cl  -8.828  7.300  0.783
Cl  -8.967  4.428  0.393
H  -9.037  5.626  2.402
C  -0.709  6.865  -1.694
Cl  -2.440  7.168  -1.870
Cl  -0.405  5.193  -1.233
Cl  0.146  7.272  -3.185
H  -0.337  7.506  -0.909
C  -1.329  3.463  3.952
Cl  -1.018  1.808  3.450
Cl  -2.882  4.015  3.321
Cl  -1.311  3.584  5.714
H  -0.547  4.098  3.561
C  -6.128  1.741  5.097
Cl  -4.744  1.891  6.181
Cl  -6.316  3.198  4.121
Cl  -5.960  0.319  4.066
H  -7.017  1.619  5.698
C  6.645  -3.050  -3.012
Cl  7.352  -4.658  -2.857
Cl  5.326  -2.837  -1.863
Cl  7.884  -1.807  -2.809
H  6.240  -2.952  -4.009
C  10.797  -0.708  -4.748
Cl  12.170  -0.620  -3.645
Cl  10.706  0.738  -5.754
Cl  10.883  -2.160  -5.744
H  9.895  -0.764  -4.157
C  4.036  -2.472  6.147
Cl  3.711  -2.604  7.875
Cl  4.834  -3.926  5.548
Cl  2.545  -2.166  5.255
H  4.703  -1.635  5.994
C  6.161  -0.158  1.160
Cl  5.545  -0.429  2.791
Cl  7.108  -1.531  0.606
Cl  4.829  0.175  0.042
H  6.802  0.711  1.181
C  -8.233  -6.014  -2.738
Cl  -7.524  -6.731  -1.287
Cl  -8.802  -4.378  -2.402
Cl  -7.077  -6.012  -4.066
H  -9.082  -6.615  -3.030

Computed properties:
2S+1: 1
Largest force on an atom: 4.619 eV Å⁻¹
Total charge: 0
HOMO energy: -0.299 Eh
Molar mass: 1639.7 g/mol
Electronic energy: -17968.70410 a.u.

***

5.
This record from the Open Molecules 2025 dataset describes 2 unconnected molecules or ions with the total composition C20H30ClFN2O3P. The level of theory is ωB97M-V/def2-TZVPD.

Atoms and positions in Å:
C  6.553  -2.890  0.298
O  6.536  -1.482  0.012
C  5.162  -1.073  -0.067
C  4.857  -0.489  -1.507
C  4.374  0.995  -1.438
C  3.006  1.073  -0.679
C  2.767  2.496  -0.055
C  1.376  2.612  0.675
C  0.222  2.283  -0.359
C  -0.913  3.353  -0.409
C  -2.094  3.128  0.600
C  -2.478  1.657  0.871
C  -2.513  1.255  2.290
C  -2.885  -0.045  2.670
C  -3.257  -1.060  1.690
N  -3.650  -2.285  2.183
C  -3.988  -3.064  1.159
P  -4.632  -4.764  1.618
O  -4.690  -5.696  0.212
O  -3.623  -5.448  2.774
C  -3.925  -2.744  -0.272
N  -3.518  -1.558  -0.714
C  -3.188  -0.673  0.302
C  -2.805  0.682  -0.099
C  -2.802  1.013  -1.601
C  -4.227  1.575  -2.016
F  -4.813  0.698  -2.968
H  5.967  -3.125  1.213
H  6.135  -3.476  -0.556
H  7.628  -3.164  0.407
H  4.431  -1.888  0.112
H  4.964  -0.258  0.669
H  4.062  -1.112  -1.976
H  5.783  -0.541  -2.118
H  4.186  1.319  -2.493
H  5.120  1.697  -1.003
H  2.215  0.830  -1.428
H  2.888  0.333  0.142
H  2.925  3.309  -0.800
H  3.553  2.607  0.734
H  1.304  3.680  1.003
H  1.346  1.957  1.570
H  0.723  2.312  -1.361
H  -0.121  1.237  -0.224
H  -1.282  3.447  -1.452
H  -0.440  4.335  -0.152
H  -2.995  3.641  0.171
H  -1.865  3.635  1.563
H  -2.269  1.983  3.083
H  -2.926  -0.298  3.746
H  -4.129  -6.485  0.297
H  -2.738  -5.497  2.353
H  -4.225  -3.493  -1.025
H  -2.680  0.092  -2.219
H  -2.001  1.703  -1.921
H  -4.866  1.531  -1.113
H  -4.153  2.594  -2.447
Cl  -1.394  -2.457  0.057

Computed properties:
2S+1: 1
Largest force on an atom: 4.583 eV Å⁻¹
Total charge: -1
HOMO energy: -0.141 Eh
Molar mass: 431.9 g/mol
Electronic energy: -2016.72005 a.u.

***

6.
This record from the Open Molecules 2025 dataset describes 2 unconnected molecules or ions with the total composition C20H30ClN7O3. The level of theory is ωB97M-V/def2-TZVPD.

Atoms and positions in Å:
O  2.091  -3.135  2.240
O  3.281  1.595  -1.153
O  3.680  -3.232  -1.710
Cl  -0.464  -0.221  2.224
N  -0.697  1.247  0.044
N  -3.225  2.606  -2.021
C  3.179  -2.729  2.612
C  3.357  1.068  -0.060
C  3.927  -3.284  -0.509
C  -1.363  0.607  0.980
C  -2.828  1.916  -0.972
C  -2.823  0.582  1.037
C  -3.582  1.225  0.085
C  -2.072  3.029  -2.663
C  -0.957  2.582  -1.995
N  2.286  1.006  0.701
N  -1.440  1.877  -0.914
N  4.255  -4.438  0.087
N  -4.990  1.205  0.157
N  4.078  -2.197  1.786
C  3.577  -2.829  4.066
C  -2.140  3.850  -3.919
C  0.502  2.776  -2.316
C  4.377  -5.714  -0.615
C  4.661  0.452  0.436
C  -5.858  1.844  -0.844
C  -5.746  0.666  1.296
C  -7.212  1.927  -0.156
C  -7.203  0.800  0.869
C  4.884  -0.949  -0.162
C  3.868  -1.995  0.341
H  -3.278  0.042  1.853
H  2.289  0.530  1.581
H  1.419  1.326  0.285
H  4.373  -4.428  1.086
H  4.954  -1.891  2.177
H  4.458  -3.460  4.159
H  2.753  -3.269  4.628
H  3.789  -1.836  4.456
H  -1.146  4.045  -4.327
H  -2.624  4.808  -3.711
H  -2.724  3.318  -4.675
H  0.973  1.805  -2.495
H  1.008  3.258  -1.475
H  0.643  3.394  -3.204
H  5.109  -5.619  -1.421
H  3.415  -5.986  -1.054
H  4.694  -6.499  0.071
H  5.481  1.099  0.125
H  4.664  0.409  1.525
H  -5.527  2.853  -1.106
H  -5.908  1.233  -1.751
H  -5.500  -0.382  1.498
H  -5.554  1.260  2.196
H  -8.037  1.832  -0.868
H  -7.302  2.890  0.357
H  -7.859  1.012  1.718
H  -7.534  -0.131  0.396
H  5.894  -1.285  0.082
H  4.812  -0.867  -1.248
H  2.862  -1.600  0.190

Computed properties:
Structure (SMILES): CNC(=O)[C@H](CCC(N)=O)NC(C)=O.Cc1nc2c(N3CCCC3)cc(Cl)nn2c1C
2S+1: 1
Largest force on an atom: 2.491 eV Å⁻¹
Total charge: 0
HOMO energy: -0.293 Eh
Molar mass: 452.0 g/mol
Electronic energy: -1849.38102 a.u.

***

7.
This record from the Open Molecules 2025 dataset describes a molecular structure, C20H30F3O16V. The level of theory is ωB97M-V/def2-TZVPD.

Atoms and positions in Å:
O  0.019  1.295  -0.551
V  0.336  -0.211  -0.211
O  0.485  -1.006  -1.560
C  0.275  -1.157  2.437
O  0.233  0.249  2.145
O  0.534  -1.724  1.274
C  1.336  -1.495  3.480
F  1.251  -2.770  3.840
F  2.581  -1.290  3.014
F  1.211  -0.767  4.605
C  -0.280  1.202  3.051
C  -0.597  2.487  2.322
H  -1.337  2.325  1.537
H  -1.003  3.222  3.019
H  0.290  2.890  1.833
H  0.395  1.387  3.885
H  -1.201  0.827  3.526
H  -0.711  -1.452  2.850
C  -0.886  -2.658  -3.832
C  -2.173  -2.758  -3.049
C  -3.286  -1.827  -3.540
O  -4.439  -2.648  -3.563
C  -4.082  -3.947  -3.409
O  -4.832  -4.860  -3.488
O  -2.768  -4.057  -3.142
H  -0.611  -1.605  -3.867
H  -1.069  -3.006  -4.853
H  -0.101  -3.241  -3.362
H  -1.931  -2.532  -2.005
H  -3.067  -1.429  -4.535
H  -3.408  -0.981  -2.868
C  5.939  -1.272  2.762
C  5.582  -0.909  1.361
C  5.076  -2.071  0.497
O  3.991  -1.498  -0.234
C  3.573  -0.406  0.412
O  2.554  0.175  0.162
O  4.434  -0.007  1.343
H  6.438  -0.447  3.266
H  6.623  -2.125  2.760
H  5.054  -1.577  3.317
H  6.376  -0.374  0.837
H  4.730  -2.916  1.096
H  5.818  -2.431  -0.211
C  -6.385  -1.317  -0.027
C  -5.280  -0.393  0.402
C  -4.703  -0.640  1.791
O  -3.283  -0.490  1.577
C  -3.024  -0.573  0.266
O  -1.926  -0.573  -0.205
O  -4.131  -0.658  -0.448
H  -6.650  -1.105  -1.060
H  -7.230  -1.295  0.656
H  -5.980  -2.334  -0.016
H  -5.543  0.659  0.291
H  -4.910  -1.630  2.195
H  -4.998  0.124  2.506
C  2.676  4.070  -0.084
C  2.380  3.915  -1.558
C  0.934  4.173  -1.933
O  0.990  5.217  -2.945
C  2.260  5.622  -3.102
O  2.608  6.490  -3.823
O  3.109  4.900  -2.311
H  2.539  3.131  0.452
H  2.084  4.872  0.361
H  3.718  4.372  0.048
H  2.664  2.919  -1.903
H  0.345  4.599  -1.119
H  0.381  3.343  -2.362

Computed properties:
Relative energy (zero: lowest compared OMol25 entry of this formula, charge and spin): 0.0 kJ/mol
2S+1: 1
Largest force on an atom: 2.094 eV Å⁻¹
Total charge: 0
HOMO energy: -0.356 Eh
Molar mass: 634.4 g/mol
Electronic energy: -3227.67618 a.u.